The following is a quantum chemistry calculation of C6H10O in the gas phase, from the Open Molecules 2025 dataset.

The multiplicity is 1. As for the HOMO energy: -0.3120 Eh. The HOMO-LUMO gap comes out at 9.02 eV. The energy is -309.731889 hartree.

XYZ file:
```
17
C6H10O wB97M-V/def2-TZVPD
C -0.8473 0.3825 2.0107
C -0.6026 0.2067 0.5232
C -0.5991 1.3391 -0.4133
C 0.1072 0.7816 -1.6185
C 0.4211 -0.7196 -1.4256
C 0.4051 -0.8834 0.0958
O 1.6707 -0.6790 0.7046
H 0.0961 0.5658 2.5319
H -1.2843 -0.5257 2.4390
H -1.5222 1.2222 2.1935
H -1.5880 -0.0427 0.0270
H 1.0288 1.3912 -1.6262
H -0.3918 1.0312 -2.5613
H -0.3716 -1.3341 -1.8714
H 1.3734 -1.0389 -1.8588
H 0.1029 -1.8843 0.4175
H 2.0017 0.1875 0.4319
```

These are the Löwdin partial charges, in e, on atoms 1 to 4:
1. C -0.060
2. C -0.394
3. C 0.088
4. C -0.234

The following is a quantum chemistry calculation of C6H10O in the gas phase, from the Open Molecules 2025 dataset.

The multiplicity is 1. Its structure (SMILES) is C[C@H]1C[C@H]1CC=O. As for the HOMO energy: -0.3597 Eh. The HOMO-LUMO gap comes out at 10.84 eV. The energy is -309.809118 hartree.

XYZ file:
```
17
C6H10O wB97M-V/def2-TZVPD
C -2.1129 -0.2518 0.0695
C -1.0749 0.7675 -0.3318
C -0.0839 1.2857 0.6667
C 0.3649 0.4053 -0.5058
C 0.9489 -0.9638 -0.2698
C 2.4172 -0.7710 0.0228
O 3.0306 0.2732 -0.1554
H -3.0538 0.2405 0.3346
H -1.8092 -0.8535 0.9355
H -2.3079 -0.9368 -0.7608
H -1.4195 1.5108 -1.0448
H 0.1312 2.3525 0.6995
H -0.1793 0.8802 1.6802
H 0.9117 0.8450 -1.3459
H 0.7893 -1.6839 -1.1000
H 0.5366 -1.4714 0.6086
H 2.9110 -1.6283 0.4971
```

These are the Löwdin partial charges, in e, on atoms 1 to 4:
1. C -0.073
2. C -0.324
3. C -0.069
4. C -0.265